[1]
Here is a structure of composition C5H7NO4 in a non-equilibrium geometry from the Open Molecules 2025 dataset. Energies are from ωB97M-V/def2-TZVPD.

* HOMO energy: -0.3562 Ha
* energy above the lowest of the compared OMol25 structures with the same formula, charge and spin: 450.5 kJ/mol
* DFT total energy: -14973.51292 eV

Geometry as ORCA input:
```
! wB97M-V def2-TZVPD RIJCOSX def2/J DEFGRID3
* xyz 0 1
O 1.734 -1.900 -1.787
C 1.898 -0.800 -1.291
N 0.543 0.179 -0.658
C -0.664 -0.460 -0.277
C -1.263 -0.261 1.062
O -0.998 1.097 1.501
C -1.798 1.574 0.499
O -2.163 2.704 0.360
C -2.016 0.250 -0.153
H 2.568 -0.059 -1.767
H 0.741 1.105 -1.023
H -0.809 -1.494 -0.604
H -1.519 -0.994 1.823
H -2.925 -0.088 -0.643
H 1.597 0.410 0.728
O 2.690 -0.273 0.826
H 2.384 -0.991 1.405
*
```

[2]
Here is a structure of composition C5H7NO4 in a non-equilibrium geometry from the Open Molecules 2025 dataset. Energies are from ωB97M-V/def2-TZVPD.

* HOMO energy: -0.3960 Ha
* energy above the lowest of the compared OMol25 structures with the same formula, charge and spin: 167.3 kJ/mol
* DFT total energy: -14976.44836 eV

Geometry as ORCA input:
```
! wB97M-V def2-TZVPD RIJCOSX def2/J DEFGRID3
* xyz 0 1
O -2.459 3.365 3.797
C -1.244 2.676 3.923
C -0.718 2.232 2.596
N -0.301 2.277 1.487
C -0.214 3.477 4.719
C 1.249 3.029 4.817
O 1.669 4.289 4.201
C 0.396 4.697 4.044
O 0.012 5.710 3.539
H -2.328 4.239 3.411
H -1.436 1.745 4.478
H -0.669 3.725 5.687
H 1.653 2.940 5.829
H 1.548 2.186 4.185
O -3.150 1.498 1.791
H -3.431 2.269 2.303
H -2.365 1.676 0.976
*
```

[3]
Here is the molecule C5H7NO4S in a non-equilibrium geometry from the Open Molecules 2025 dataset. Energies are from ωB97M-V/def2-TZVPD.

* HOMO energy: -0.3514 Ha
* energy above the lowest of the compared OMol25 structures with the same formula, charge and spin: 121.6 kJ/mol
* DFT total energy: -25811.49398 eV
* SMILES: COS(=O)(=O)Cc1cocn1

Geometry as ORCA input:
```
! wB97M-V def2-TZVPD RIJCOSX def2/J DEFGRID3
* xyz 0 1
C -2.992 0.751 0.644
O -2.619 -0.225 -0.232
S -1.129 -0.845 -0.047
O -1.140 -2.081 -0.785
O -0.865 -0.957 1.399
C -0.006 0.360 -0.867
C 1.407 0.080 -0.485
C 2.219 -1.079 -0.654
O 3.360 -0.839 0.081
C 3.199 0.337 0.595
N 2.079 0.907 0.326
H -3.996 0.561 0.818
H -2.917 1.855 0.212
H -2.383 0.796 1.494
H -0.110 0.284 -1.891
H -0.390 1.357 -0.664
H 2.144 -2.023 -0.998
H 4.140 0.762 1.053
*
```

[4]
Here is a structure of composition C5H7NO4S2 in a non-equilibrium geometry from the Open Molecules 2025 dataset. Energies are from ωB97M-V/def2-TZVPD.

* HOMO energy (spin up / spin down): -0.3107 / -0.3106 Ha
* energy above the lowest of the compared OMol25 structures with the same formula, charge and spin: 349.6 kJ/mol
* DFT total energy: -36642.82406 eV

Geometry as ORCA input:
```
! wB97M-V def2-TZVPD RIJCOSX def2/J DEFGRID3
* xyz 0 1
C -0.265 -0.848 -2.066
C 0.854 -1.510 -2.552
C 0.663 -1.815 -0.064
C -0.397 -0.869 -0.643
C -0.720 2.320 1.236
N -1.564 -0.633 0.040
O -2.455 0.040 -0.408
O -1.629 -1.181 1.112
O 0.784 1.897 -1.098
O 1.593 0.885 0.971
S 1.826 -2.304 -1.422
S 0.473 1.191 0.123
H -0.910 -0.173 -2.696
H 1.224 -1.236 -3.510
H 1.226 -1.422 0.730
H 0.306 -2.747 0.175
H -0.982 3.126 0.544
H -1.430 1.500 1.360
H -0.032 2.735 1.920
*
```

[5]
Here is the molecule C5H7NO5 in a non-equilibrium geometry from the Open Molecules 2025 dataset. Energies are from ωB97M-V/def2-TZVPD.

* HOMO energy (spin up / spin down): -0.1763 / -0.2906 Ha
* energy above the lowest of the compared OMol25 structures with the same formula, charge and spin: 0.0 kJ/mol
* DFT total energy: -17020.83403 eV
* expectation value of S²: 2.014

Geometry as ORCA input:
```
! wB97M-V def2-TZVPD RIJCOSX def2/J DEFGRID3
* xyz 0 3
C -1.438 -0.342 0.189
C -0.591 -1.422 -0.047
C 1.388 -0.125 -0.664
C -1.408 1.011 -0.347
C 1.530 0.693 0.356
N 0.586 -1.298 -0.635
O 2.303 -0.008 -1.765
O -2.344 1.833 0.137
O -0.771 1.312 -1.333
O 2.299 1.774 0.463
O 0.822 0.373 1.492
H -2.181 -0.551 0.840
H -1.087 -2.324 0.291
H 1.119 -2.071 -0.995
H -2.972 1.434 0.757
H 1.800 -0.168 -2.550
H 2.940 1.979 -0.339
H 1.104 1.082 2.106
*
```

[6]
Here is the molecule C5H7NOS in a non-equilibrium geometry from the Open Molecules 2025 dataset. Energies are from ωB97M-V/def2-TZVPD.

* HOMO energy: -0.3167 Ha
* energy above the lowest of the compared OMol25 structures with the same formula, charge and spin: 282.1 kJ/mol
* DFT total energy: -19668.67923 eV

Geometry as ORCA input:
```
! wB97M-V def2-TZVPD RIJCOSX def2/J DEFGRID3
* xyz 0 1
C -0.952 1.877 1.027
C -0.606 0.553 1.257
C -1.092 1.989 -0.370
C -0.552 -0.102 0.097
C 1.678 -1.893 -0.064
N -0.813 0.778 -0.948
O -0.166 -1.459 -2.091
S -0.100 -1.745 -0.417
H -1.031 2.504 1.933
H -0.771 0.190 2.249
H -1.099 2.940 -0.870
H 1.873 -2.035 0.962
H 2.272 -1.064 -0.388
H 2.107 -2.730 -0.565
H -0.747 0.196 -1.811
*
```

[7]
Here is the molecule C5H7NOS in a non-equilibrium geometry from the Open Molecules 2025 dataset. Energies are from ωB97M-V/def2-TZVPD.

* HOMO energy: -0.3278 Ha
* energy above the lowest of the compared OMol25 structures with the same formula, charge and spin: 436.4 kJ/mol
* DFT total energy: -19667.08006 eV
* SMILES: C[C@]1(C=O)NCC1=S

Geometry as ORCA input:
```
! wB97M-V def2-TZVPD RIJCOSX def2/J DEFGRID3
* xyz 0 1
C 0.956 -0.470 1.502
C 0.248 0.020 0.131
C 1.019 -0.770 -1.018
O 1.576 -1.886 -0.874
N -0.121 1.317 0.025
C -1.433 1.069 -0.608
C -1.274 -0.325 -0.103
S -2.017 -1.742 0.060
H -0.049 -0.485 2.296
H 1.882 0.280 1.763
H 1.359 -1.630 1.275
H 0.993 -0.051 -1.869
H 0.539 1.932 -0.459
H -1.407 0.867 -1.684
H -2.271 1.873 -0.437
*
```

[8]
Here is the molecule C5H7NOS in a non-equilibrium geometry from the Open Molecules 2025 dataset. Energies are from ωB97M-V/def2-TZVPD.

* HOMO energy: -0.3079 Ha
* energy above the lowest of the compared OMol25 structures with the same formula, charge and spin: 335.0 kJ/mol
* DFT total energy: -19668.13054 eV

Geometry as ORCA input:
```
! wB97M-V def2-TZVPD RIJCOSX def2/J DEFGRID3
* xyz 0 1
C 0.723 1.619 0.155
C 2.067 1.641 0.218
C 0.986 -0.733 0.228
C 0.820 -2.046 0.315
C -1.229 0.118 -0.155
N 0.118 0.369 0.062
O 3.468 -0.533 -0.848
S 2.772 -0.051 0.377
H 0.225 2.566 0.178
H 2.715 2.516 0.511
H 1.542 -2.764 0.590
H -0.128 -2.527 -0.031
H -1.790 -0.399 0.806
H -1.607 1.132 -0.477
H -1.482 -0.433 -1.079
*
```

[9]
Here is the molecule C5H7NOS in a non-equilibrium geometry from the Open Molecules 2025 dataset. Energies are from ωB97M-V/def2-TZVPD.

* HOMO energy: -0.3125 Ha
* energy above the lowest of the compared OMol25 structures with the same formula, charge and spin: 328.5 kJ/mol
* DFT total energy: -19668.19816 eV
* SMILES: NC[C@@H]1C=CC(=S)O1

Geometry as ORCA input:
```
! wB97M-V def2-TZVPD RIJCOSX def2/J DEFGRID3
* xyz 0 1
N -2.462 -0.284 -0.295
C -1.204 -0.837 -0.279
C 0.022 -0.326 0.559
C 0.363 1.140 0.240
C 1.674 1.127 -0.119
C 2.150 -0.121 -0.042
S 3.748 -0.472 -0.144
O 1.258 -1.024 0.275
H -2.906 -0.271 0.635
H -2.413 0.773 -0.515
H -0.945 -1.841 -0.143
H -1.093 -0.920 -1.445
H -0.069 -0.525 1.693
H -0.523 1.865 0.094
H 2.399 1.716 -0.514
*
```

[10]
Here is a cluster of 2 separate species, C5H7NOS in total in a non-equilibrium geometry from the Open Molecules 2025 dataset. Energies are from ωB97M-V/def2-TZVPD.

* HOMO energy: -0.3285 Ha
* energy above the lowest of the compared OMol25 structures with the same formula, charge and spin: 722.8 kJ/mol
* DFT total energy: -19664.11124 eV

Geometry as ORCA input:
```
! wB97M-V def2-TZVPD RIJCOSX def2/J DEFGRID3
* xyz 0 1
C 0.674 0.020 0.491
C -0.342 0.458 -2.073
C -1.587 0.483 -2.667
C 1.027 -0.098 1.715
C 0.331 0.809 2.745
H 1.526 -1.781 0.492
H 0.094 -1.798 -0.539
H 0.571 -0.079 -2.446
H -2.456 0.634 -2.077
H -1.560 0.144 -3.681
H 0.941 -1.340 2.168
H -0.191 0.406 4.189
N 1.049 -1.246 -0.128
O 0.170 2.043 2.214
S -0.248 1.345 -0.404
*
```

[11]
Here is the molecule C5H7NOS in a non-equilibrium geometry from the Open Molecules 2025 dataset. Energies are from ωB97M-V/def2-TZVPD.

* HOMO energy: -0.3130 Ha
* energy above the lowest of the compared OMol25 structures with the same formula, charge and spin: 368.4 kJ/mol
* DFT total energy: -19667.78425 eV

Geometry as ORCA input:
```
! wB97M-V def2-TZVPD RIJCOSX def2/J DEFGRID3
* xyz 0 1
C -1.557 -0.354 -2.049
C -0.766 -0.119 1.189
C 0.539 -0.296 1.927
C -0.351 -0.839 -2.053
C -0.921 0.988 0.333
N -2.591 0.224 -1.804
O -1.718 -0.901 1.295
S -2.542 1.046 -0.148
H 0.462 -1.136 2.611
H 0.767 0.610 2.483
H 1.345 -0.477 1.221
H 0.447 -0.341 -2.571
H -0.183 -1.854 -1.739
H -0.228 1.784 0.136
H -2.505 2.256 -0.776
*
```

[12]
Here is the molecule C5H7NS in a non-equilibrium geometry from the Open Molecules 2025 dataset. Energies are from ωB97M-V/def2-TZVPD.

* HOMO energy (spin up / spin down): -0.3152 / -0.3152 Ha
* energy above the lowest of the compared OMol25 structures with the same formula, charge and spin: 157.9 kJ/mol
* DFT total energy: -17622.00901 eV
* SMILES: C[C@H]1CC=NC1=S

Geometry as ORCA input:
```
! wB97M-V def2-TZVPD RIJCOSX def2/J DEFGRID3
* xyz 0 1
C 0.527 1.597 0.444
C 0.050 0.396 -0.435
C 0.810 -0.882 -0.280
C -0.187 -1.840 0.150
N -1.433 -1.530 0.293
C -1.573 -0.136 0.021
S -2.871 0.845 -0.049
H 1.098 1.428 1.336
H -0.401 2.105 0.661
H 1.191 2.217 -0.102
H -0.150 0.733 -1.403
H 1.635 -0.654 0.442
H 1.256 -1.400 -1.232
H 0.048 -2.878 0.155
*
```

- Which value of energy above the lowest of the compared OMol25 structures with the same formula, charge and spin does entry 3 give?
  121.6 kJ/mol

- Number 11 is which compound?
  C5H7NOS